Here is C8H29F10N3O23S6Y2 as an isolated structure at a distorted geometry from OMol25. Energies are from the ωB97M-V functional and the def2-TZVPD basis.

The geometry in ORCA input format:
```
! RIJCOSX wB97M-V def2-TZVPD def2/J DEFGRID3
* xyz 2 1
Y -3.002 -5.736 -20.960
Y -0.833 -11.572 -20.819
C -4.677 -9.866 -23.162
F -3.960 -9.254 -24.085
F -5.913 -9.458 -23.244
F -4.667 -11.256 -23.250
S -3.908 -9.423 -21.451
O -3.611 -7.997 -21.382
O -4.955 -9.800 -20.521
O -2.703 -10.250 -21.300
C 1.248 -7.397 -19.223
F 1.203 -6.588 -18.207
F 1.707 -6.634 -20.227
F 2.023 -8.467 -18.918
S -0.554 -8.031 -19.506
O -0.395 -9.386 -20.110
O -1.080 -8.087 -18.103
O -1.202 -7.000 -20.328
N -1.876 -12.289 -18.891
S -2.717 -11.704 -17.704
O -2.072 -11.471 -16.437
O -4.161 -11.939 -17.836
F -2.592 -10.222 -18.312
S -2.100 -13.844 -18.181
O -3.380 -14.478 -18.516
O -1.376 -14.160 -16.990
F -1.255 -14.643 -19.329
N -0.037 -10.692 -22.727
S -0.436 -10.322 -24.150
O 0.318 -10.953 -25.232
O -1.122 -9.071 -24.346
F -1.767 -11.298 -24.094
S 1.323 -9.707 -22.892
O 1.190 -8.335 -22.537
O 2.411 -10.133 -23.854
F 1.869 -10.338 -21.502
O -6.845 -13.072 -25.709
H -7.257 -12.237 -25.930
H -6.577 -12.973 -24.796
O -2.653 -12.912 -21.559
H -2.978 -13.397 -22.318
H -3.440 -12.685 -21.064
O -3.473 -7.054 -18.811
H -2.817 -7.479 -18.258
H -4.303 -7.208 -18.361
O -7.409 -6.815 -22.923
H -7.877 -7.379 -23.539
H -7.945 -6.024 -22.868
O -4.975 -12.792 -20.484
H -5.281 -11.888 -20.401
H -5.772 -13.320 -20.431
O -4.676 -5.995 -22.834
H -4.496 -6.281 -23.730
H -5.630 -5.941 -22.786
C -8.374 -10.050 -18.987
C -8.832 -11.151 -19.932
O -7.647 -11.926 -20.278
O -7.523 -9.033 -19.638
H -7.868 -10.412 -18.093
H -9.271 -9.542 -18.634
H -9.311 -10.748 -20.824
H -9.508 -11.730 -19.303
H -7.956 -12.642 -20.837
H -6.786 -9.494 -20.045
C -1.002 -11.082 -28.710
C -2.283 -10.871 -29.411
C -3.371 -10.199 -28.596
O -3.897 -10.913 -27.478
C -4.913 -10.198 -26.867
N -2.103 -10.174 -30.678
H -0.889 -11.968 -28.085
H -0.724 -10.188 -28.153
H -0.306 -11.378 -29.495
H -2.552 -11.831 -29.853
H -4.181 -9.918 -29.271
H -3.025 -9.236 -28.220
H -4.538 -9.346 -26.300
H -5.303 -10.771 -26.026
H -5.770 -10.002 -27.512
H -1.705 -9.272 -30.462
H -3.002 -9.919 -31.061
*
```

Results
**DFT total energy**: -154582.65408 eV
**Maximum force**: 0.2373 hartree/bohr
**Kohn-Sham gap**: 2.89 eV
**Highest occupied orbital energy**: -12.56 eV